[1]
C62H56N8NiO3P | the ωB97M-V functional and the def2-TZVPD basis

Each line ends with the Mulliken charge.
CARTESIAN COORDINATES (ANGSTROEM)
Ni 1.189 -0.229 -0.125  -0.22
C 1.281 5.269 0.093  -1.03
N 1.460 3.916 -0.409  0.97
C 0.893 2.778 0.062  -1.23
N 1.287 1.742 -0.664  1.44
C 2.102 2.228 -1.656  -0.26
C 2.233 3.585 -1.497  0.18
C 2.999 4.586 -2.260  -0.83
C 2.566 4.964 -3.530  -0.08
C 3.280 5.904 -4.259  -0.74
C 4.425 6.475 -3.720  -0.43
C 4.860 6.102 -2.457  -0.87
C 4.150 5.159 -1.728  0.12
C 2.591 1.362 -2.737  0.29
C 3.790 1.594 -3.408  0.01
C 4.191 0.745 -4.428  -1.07
C 3.401 -0.338 -4.793  -0.64
C 2.194 -0.558 -4.144  -1.16
C 1.788 0.292 -3.125  0.16
P -0.444 2.777 1.288  -0.84
C -1.760 2.338 0.122  -0.43
N -1.579 1.883 -1.099  0.36
C -2.801 1.883 -1.702  -0.05
C -3.749 2.391 -0.834  0.58
N -3.065 2.697 0.319  0.66
C -3.657 3.125 1.575  -0.81
C -5.156 2.771 -1.036  -0.26
C -6.100 1.852 -1.488  0.05
C -7.413 2.242 -1.706  -0.90
C -7.801 3.552 -1.467  -0.45
C -6.869 4.476 -1.013  -0.85
C -5.557 4.088 -0.803  -0.16
C -2.906 1.450 -3.110  0.51
C -3.706 0.385 -3.505  0.11
C -3.736 -0.020 -4.832  -1.24
C -2.956 0.630 -5.775  -0.53
C -2.137 1.681 -5.386  -0.79
C -2.113 2.088 -4.063  -0.47
C 0.158 1.391 2.329  -1.40
N 1.116 0.524 2.041  1.69
C 1.644 0.110 3.236  -1.63
C 0.974 0.710 4.273  1.36
N 0.034 1.521 3.687  0.49
C -1.019 2.255 4.371  -0.88
C 1.215 0.620 5.717  0.05
C 1.364 -0.630 6.316  -0.26
C 1.651 -0.730 7.667  -0.85
C 1.787 0.416 8.437  -0.45
C 1.641 1.665 7.850  -0.83
C 1.362 1.768 6.496  -0.28
C 2.912 -0.652 3.334  -1.38
C 4.083 0.066 3.588  0.07
C 5.309 -0.578 3.660  -1.06
C 5.383 -1.952 3.482  -0.53
C 4.223 -2.679 3.250  -0.85
C 2.996 -2.033 3.185  1.24
H 0.387 5.306 0.708  0.44
H 2.142 5.572 0.688  0.30
H 1.172 5.951 -0.747  0.35
H 1.675 4.510 -3.944  0.54
H 2.941 6.191 -5.245  0.43
H 4.981 7.210 -4.288  0.42
H 5.757 6.542 -2.041  0.42
H 4.498 4.854 -0.748  0.47
H 4.424 2.426 -3.124  0.59
H 5.127 0.930 -4.939  0.46
H 3.717 -0.994 -5.593  0.44
H 1.551 -1.376 -4.445  0.53
H 0.814 0.176 -2.670  0.06
H -4.733 2.987 1.520  0.49
H -3.272 2.518 2.391  0.03
H -3.442 4.175 1.775  0.32
H -5.809 0.826 -1.656  0.39
H -8.135 1.518 -2.057  0.42
H -8.826 3.854 -1.636  0.40
H -7.163 5.501 -0.834  0.40
H -4.825 4.819 -0.479  0.41
H -4.271 -0.161 -2.762  0.48
H -4.362 -0.853 -5.125  0.43
H -2.980 0.314 -6.810  0.43
H -1.518 2.186 -6.117  0.42
H -1.469 2.901 -3.751  0.45
H -1.025 1.961 5.416  0.52
H -0.853 3.329 4.295  0.28
H -1.982 2.002 3.936  0.11
H 1.247 -1.523 5.716  0.48
H 1.763 -1.705 8.122  0.44
H 2.009 0.337 9.493  0.41
H 1.755 2.561 8.445  0.42
H 1.277 2.746 6.039  0.45
H 4.021 1.139 3.722  0.54
H 6.207 -0.006 3.856  0.43
H 6.338 -2.456 3.535  0.45
H 4.271 -3.753 3.129  0.44
H 2.095 -2.611 3.033  0.75
C 4.640 0.611 0.032  -0.59
O 3.465 -0.175 0.218  -0.20
H 4.588 1.038 -0.965  0.06
H 5.532 -0.013 0.106  0.36
H 4.696 1.415 0.771  0.26
H 3.499 -0.589 1.090  -0.16
C -3.106 -2.048 -1.013  -1.24
C -2.860 -1.389 0.181  -0.72
C -1.622 -0.805 0.415  0.80
C -0.590 -0.841 -0.526  1.21
C -0.864 -1.520 -1.716  -0.13
C -2.097 -2.113 -1.962  -0.80
H -4.063 -2.521 -1.194  0.50
H -3.629 -1.349 0.944  0.53
H -1.467 -0.315 1.372  0.06
H -0.106 -1.616 -2.487  0.28
H -2.268 -2.627 -2.900  0.55
O 1.589 -7.521 1.519  -0.53
C 1.413 -6.520 2.512  -0.47
N 0.084 -6.004 2.457  -0.12
C -0.373 -5.027 1.615  -0.13
O -1.543 -4.720 1.565  -0.64
C 0.644 -4.304 0.774  -0.60
C 1.374 -4.917 -0.237  0.27
C 2.227 -4.142 -1.004  -1.45
C 2.326 -2.788 -0.736  -0.30
N 1.613 -2.191 0.225  1.66
C 0.775 -2.938 0.949  -0.86
H 2.250 -8.155 1.815  0.33
H 2.116 -5.699 2.350  0.31
H 1.582 -6.936 3.507  0.44
H -0.655 -6.537 2.892  0.31
H 1.277 -5.980 -0.414  0.53
H 2.813 -4.574 -1.803  0.50
H 2.985 -2.144 -1.304  0.44
H 0.175 -2.417 1.684  0.74

Properties
- Frontier orbital gap (alpha / beta): 0.28958 / 0.28915 Eh
- HOMO level (alpha / beta): -9.7827 / -9.7825 eV
- Net charge: +1
- ΔE to the lowest compared entry with this formula, charge and spin: 175.0 kJ/mol
- Strongest force on any atom: 0.0177 Eh/bohr

---

[2]
C6H10O | the ωB97M-V functional and the def2-TZVPD basis

Each line ends with the natural charge from an NBO analysis.
CARTESIAN COORDINATES (ANGSTROEM)
C -2.143 -0.294 0.153  -0.69
C -0.722 0.128 0.022  0.52
O -0.501 1.440 0.056  -0.47
C 0.947 1.655 -0.006  -0.08
C 1.554 0.284 -0.169  -0.29
C 1.395 -0.727 0.931  -0.36
C 0.387 -0.657 -0.170  -0.34
H -2.798 0.317 -0.478  0.24
H -2.457 -0.155 1.192  0.24
H -2.248 -1.341 -0.143  0.25
H -0.925 -1.767 -1.984  -0.13
H 1.108 2.296 -0.874  0.20
H 1.235 2.176 0.909  0.19
H 2.347 0.145 -0.906  0.23
H 1.075 -0.331 1.895  0.20
H 2.059 -1.582 0.984  0.22
H -0.334 -1.623 -1.456  0.05

Properties
- Frontier orbital gap: 0.29687 Eh
- HOMO level: -7.3401 eV
- ΔE to the lowest compared entry with this formula, charge and spin: 414.8 kJ/mol
- Strongest force on any atom: 0.0334 Eh/bohr

---

[3]
C9H18NO2 | the ωB97M-V functional and the def2-TZVPD basis

Each line ends with the natural charge from an NBO analysis.
CARTESIAN COORDINATES (ANGSTROEM)
C -2.246 1.433 0.388  -0.63
C -1.827 -0.032 0.491  -0.26
C -2.864 -0.885 -0.369  -0.60
C -0.425 -0.389 -0.185  0.75
O -0.412 0.005 -1.480  -0.70
O -0.106 -1.695 0.136  -0.52
C 1.256 -2.136 -0.196  -0.10
C 2.218 -1.449 0.711  -0.46
C 2.082 0.125 0.682  -0.05
C 2.522 0.787 -0.648  -0.44
C 1.266 1.694 -0.392  -0.22
N 0.714 0.622 0.497  -0.43
H -1.284 1.992 0.551  0.19
H -2.759 1.813 1.310  0.25
H -2.936 1.640 -0.460  0.25
H -1.829 -0.412 1.447  0.22
H -2.570 -0.930 -1.477  0.22
H -3.860 -0.429 -0.235  0.23
H -2.787 -1.870 -0.003  0.22
H 0.100 -0.698 -1.971  0.50
H 1.391 -2.090 -1.334  0.18
H 1.199 -3.277 -0.074  0.25
H 2.074 -1.728 1.748  0.24
H 3.303 -1.674 0.480  0.26
H 2.746 0.539 1.444  0.25
H 2.379 0.287 -1.648  0.23
H 3.415 1.443 -0.646  0.25
H 1.432 2.581 0.285  0.23
H 0.468 1.855 -1.200  0.27
H 0.446 0.898 1.394  0.42

Properties
- Frontier orbital gap: 0.43980 Eh
- HOMO level: -14.6852 eV
- Net charge: +1
- ΔE to the lowest compared entry with this formula, charge and spin: 194.1 kJ/mol
- Strongest force on any atom: 0.1007 Eh/bohr